Entry 1:
C15H18O | ωB97M-V/def2-TZVPD

```
34
Properties=species:S:1:pos:R:3:forces:R:3
C 0.0139 4.3275 3.5780 1.29 -0.06 2.54
C -0.5860 1.2627 0.6477 -1.05 -0.52 -0.70
C 0.3440 2.2804 0.3791 -2.08 -0.76 2.63
C -1.3662 1.2933 1.8219 0.29 -0.96 0.01
C 0.5240 3.2599 1.3556 1.94 0.88 -0.17
C -1.1552 2.3169 2.7511 1.16 -0.40 -0.81
C -0.1143 3.2430 2.5992 -1.12 -0.23 -2.80
H -0.8663 0.4724 -0.1254 0.86 1.13 1.13
H 0.8679 2.2397 -0.5034 1.20 0.26 -1.90
H -2.0227 0.3862 2.0225 0.51 1.66 -0.21
H 1.2896 4.0747 1.1601 -0.98 -1.03 0.27
H -1.7285 2.4789 3.6171 -0.93 -0.47 1.08
H 0.8583 5.0769 3.4109 -0.85 -1.38 0.24
H 0.1540 3.7014 4.5901 -0.26 2.17 -1.68
H -0.8966 4.9353 3.5913 0.02 -0.24 0.38
C 0.8310 -2.1595 0.2463 1.45 1.57 0.74
C 1.3740 -3.6075 0.3928 1.32 2.45 -0.54
C 0.3324 -1.7736 -1.1529 1.64 0.11 2.48
C 1.2131 -1.3279 -2.1386 -1.42 -1.54 -0.47
C -0.9793 -1.9112 -1.3880 -0.08 -0.50 -2.14
C 0.8159 -1.3912 -3.4531 -0.92 0.48 -0.86
C -1.4664 -1.9545 -2.6908 0.95 0.74 0.87
C -0.5703 -1.6680 -3.7193 0.20 -0.47 0.61
O -0.9026 -1.7051 -5.0158 -0.85 -0.03 -2.09
H -0.0565 -2.1550 0.9829 1.58 0.98 -0.82
H 1.7743 -1.4031 0.4149 -2.53 -1.58 0.50
H 2.1280 -3.7378 -0.3673 -0.06 -0.64 -0.61
H 2.1941 -1.1387 -1.8486 1.71 0.34 0.20
H -1.6511 -2.1215 -0.6254 -1.02 -0.50 1.48
H 1.5280 -1.2260 -4.3055 -1.00 -0.01 0.93
H -2.4886 -2.2606 -2.6194 -0.68 0.13 -1.57
H -1.8504 -1.8184 -5.2692 1.14 0.09 1.06
H 0.5454 -4.2237 0.3501 -1.32 -1.81 -0.43
H 1.9131 -3.7658 1.3114 -0.11 0.17 0.66
```
Positions in Å, forces in eV/Å.

Calculated values
Structure (SMILES) ... CCc1ccc(O)cc1.Cc1ccccc1
Energy relative to the best compared isomer or geometry (same formula, charge and spin) ... 213.4 kJ/mol
Kohn-Sham gap ... 0.327 hartree
Spin multiplicity ... 1
Calculated total energy ... -17892.4598 eV

=====

Entry 2:
C4H13N3 | ωB97M-V/def2-TZVPD

```
20
Properties=species:S:1:pos:R:3:forces:R:3
C 1.3015 0.2162 -0.4312 0.68 0.04 0.23
N 0.5244 -0.0380 0.7822 0.07 -0.26 -0.33
C -0.1547 -1.3363 0.8948 -0.02 0.95 -0.15
C -1.7043 -1.1242 1.0381 1.23 -0.03 0.59
N -2.3660 -1.5536 -0.1775 -0.74 -0.27 0.00
C 0.8828 1.4764 -1.1718 0.39 0.35 -1.15
N 1.4712 2.7725 -0.8158 -0.29 -0.60 -0.17
H 1.2949 -0.5857 -1.2113 -0.55 0.16 0.94
H 2.3680 0.2294 -0.1322 -0.15 0.45 -0.39
H 1.0595 0.2162 1.5959 -0.04 -0.19 0.08
H 0.3134 -1.9514 1.6798 -0.47 0.14 -0.04
H 0.0777 -1.8269 -0.0562 -0.38 -0.32 0.17
H -2.0415 -1.4833 2.0361 -0.20 -0.73 -0.83
H -1.8639 -0.0606 1.1404 0.23 0.46 -0.07
H -1.8190 -2.1550 -0.7717 0.09 -0.17 0.23
H -3.2774 -1.9650 -0.0395 0.02 0.02 0.01
H -0.2179 1.5445 -1.2230 0.38 -0.12 0.34
H 1.2066 1.3308 -2.2050 -0.14 -0.34 -0.27
H 2.1687 2.8008 -0.0929 -0.36 0.11 0.24
H 0.7760 3.4934 -0.8393 0.26 0.35 0.59
```
Positions in Å, forces in eV/Å.

Calculated values
Structure (SMILES) ... NCCNCCN
Energy relative to the best compared isomer or geometry (same formula, charge and spin) ... 160.4 kJ/mol
Kohn-Sham gap ... 0.351 hartree
Spin multiplicity ... 1
Calculated total energy ... -8827.7497 eV